# C11H24OSi

A 2-piece molecular cluster, C11H24OSi overall in a non-equilibrium geometry (wB97M-V/def2-TZVPD, the OMol25 dataset).

Geometry as XYZ:
```
37
Properties=species:S:1:pos:R:3
C -4.01 -1.02 -1.26
C -2.86 -0.53 -1.63
C -2.67 -0.43 1.67
C 3.66 2.08 0.68
C 3.56 1.01 -1.61
C 1.69 2.46 -0.91
C 1.43 -2.46 -1.32
C 1.64 -0.44 2.12
C -4.38 -1.68 0.14
C -4.10 -0.92 1.45
C 2.73 1.39 -0.40
O 1.79 -1.36 -0.66
Si 1.63 -0.04 0.23
H -4.77 -0.88 -1.94
H -1.90 -0.60 -1.14
H -2.49 0.44 1.12
H -2.42 -0.14 2.68
H -1.99 -1.20 1.41
H 4.63 1.51 0.58
H 3.72 3.15 0.38
H 3.06 2.05 1.61
H 4.04 2.02 -2.05
H 2.87 0.59 -2.24
H 4.41 0.41 -1.49
H 1.26 2.90 -0.06
H 2.02 3.27 -1.64
H 0.84 2.03 -1.45
H 1.35 -2.62 -2.33
H -2.70 0.11 -2.41
H 1.31 -3.33 -0.73
H 1.16 -1.40 2.29
H 2.73 -0.38 2.45
H 1.06 0.36 2.51
H -5.41 -2.08 -0.01
H -3.70 -2.51 0.23
H -4.71 -0.04 1.47
H -4.48 -1.75 2.27
```

Summary:
energy relative to the best compared isomer or geometry (same formula, charge and spin)	481.5	kJ/mol
total energy	-21716.1265	eV
max |F|	0.0816	hartree/bohr
HOMO-LUMO gap (spin up / spin down)	7.2 / 7.5	eV
lowest unoccupied orbital energy (spin up / spin down)	0.63 / 0.02	eV
molecular weight	200.40	g mol⁻¹

# C11H25Ag2Br2FN3O3

C11H25Ag2Br2FN3O3 as an isolated structure in a non-equilibrium geometry (wB97M-V/def2-TZVPD, the OMol25 dataset).

Geometry as XYZ:
```
47
Properties=species:S:1:pos:R:3
Ag -0.04 -0.61 -3.68
Ag 0.65 2.43 -2.01
F -0.07 0.09 -1.34
Br 2.65 0.41 2.82
C 1.74 -1.14 1.95
C 2.69 -2.28 1.84
Br 1.64 -4.01 1.41
H 1.26 -0.82 1.02
H 0.86 -1.31 2.58
H 3.39 -2.44 2.67
H 3.33 -2.13 0.97
C -3.08 -1.13 0.36
O -3.42 -2.29 0.76
N -3.91 -0.05 0.29
C -3.38 1.24 -0.10
C -5.31 -0.06 0.61
H -2.05 -0.88 0.10
H -2.30 1.24 -0.26
H -3.57 1.94 0.71
H -3.98 1.65 -0.92
H -5.48 0.57 1.48
H -5.86 0.29 -0.26
H -5.65 -1.02 1.00
C -1.25 4.34 0.47
O -0.72 4.05 -0.63
N -1.02 3.62 1.58
C -1.64 4.07 2.83
C -0.27 2.30 1.63
H -1.82 5.26 0.68
H -2.57 3.61 3.13
H -1.89 5.13 2.78
H -0.88 4.05 3.61
H -1.11 1.69 1.96
H 0.10 1.92 0.68
H 0.53 2.18 2.36
C 4.34 -2.22 -3.96
O 5.02 -2.98 -4.70
N 3.69 -2.65 -2.88
C 2.95 -1.65 -2.06
C 3.49 -4.10 -2.58
H 4.30 -1.12 -3.99
H 3.41 -1.47 -1.09
H 1.88 -1.83 -1.96
H 3.05 -0.62 -2.42
H 3.79 -4.35 -1.57
H 2.42 -4.27 -2.58
H 4.11 -4.64 -3.30
```

Summary:
total energy	-173222.6647	eV
spin multiplicity	2
max |F|	0.0698	hartree/bohr
HOMO-LUMO gap (spin up / spin down)	5.0 / 7.6	eV
lowest unoccupied orbital energy (spin up / spin down)	-1.22 / -1.49	eV
molecular weight	641.88	g mol⁻¹
<S²>	0.753

# C11H25AsN5OPd

C11H25AsN5OPd as an isolated structure (wB97M-V/def2-TZVPD, the OMol25 dataset).

Geometry as XYZ:
```
44
Properties=species:S:1:pos:R:3
Pd -0.02 0.02 -0.24
C 2.92 -0.54 -0.89
N 2.16 0.32 0.03
C 2.51 -0.04 1.42
C 2.47 1.74 -0.24
C 1.41 2.64 0.36
N 0.07 2.23 -0.10
C -0.19 2.69 -1.48
C -0.97 2.72 0.81
H 3.99 -0.36 -0.80
H 2.61 -0.34 -1.92
H 2.70 -1.58 -0.65
H 3.58 0.06 1.59
H 2.20 -1.07 1.60
H 1.98 0.60 2.12
H 2.52 1.87 -1.32
H 3.46 2.00 0.16
H 1.61 3.68 0.09
H 1.42 2.58 1.45
H -0.13 3.78 -1.53
H -1.19 2.37 -1.77
H 0.53 2.26 -2.17
H -0.94 3.82 0.88
H -0.83 2.29 1.80
H -1.95 2.42 0.43
N -1.97 -0.26 -0.69
C -3.02 -0.66 -0.31
N -4.16 -1.06 -0.03
C -4.69 -1.47 1.11
N -5.18 -1.86 2.07
C 0.63 -4.72 1.44
As -0.20 -3.60 0.13
C 0.24 -4.28 -1.60
C -2.09 -3.71 0.34
O 0.37 -2.04 0.32
H 0.26 -5.74 1.35
H 0.40 -4.32 2.43
H 1.71 -4.70 1.28
H -0.15 -5.30 -1.70
H 1.32 -4.29 -1.72
H -0.21 -3.64 -2.35
H -2.40 -4.75 0.29
H -2.56 -3.15 -0.46
H -2.37 -3.29 1.31
```

Summary:
energy relative to the best compared isomer or geometry (same formula, charge and spin)	11.0	kJ/mol
total energy	-85620.4409	eV
spin multiplicity	3
max |F|	0.0134	hartree/bohr
HOMO-LUMO gap (spin up / spin down)	9.3 / 5.7	eV
charge	+1
lowest unoccupied orbital energy (spin up / spin down)	-2.28 / -5.84	eV
molecular weight	424.70	g mol⁻¹
<S²>	2.006

# C11H25BIN2O3

A 2-piece molecular cluster, C11H25BIN2O3 overall in a non-equilibrium geometry (wB97M-V/def2-TZVPD, the OMol25 dataset).

Geometry as XYZ:
```
43
Properties=species:S:1:pos:R:3
C 4.06 -0.57 2.13
O 2.84 0.15 2.38
B 2.03 0.27 1.24
O 2.30 1.20 0.21
C 0.74 -0.67 1.13
C 0.33 -1.24 -0.28
C -0.87 -2.15 0.19
N -0.75 -2.44 1.66
C -1.63 -1.71 2.66
C -2.95 -1.12 2.11
C -2.85 0.40 1.73
I -2.77 0.75 -0.39
C 0.66 -1.98 1.95
H 3.90 -1.61 2.45
H 4.82 -0.14 2.81
H 4.42 -0.50 1.10
H 1.55 1.79 0.19
H -0.09 0.06 1.29
H 1.11 -1.82 -0.77
H -0.04 -0.49 -0.99
H -1.86 -1.99 -0.25
H -0.59 -3.12 -0.27
H -0.93 -3.44 1.74
H -1.90 -2.46 3.42
H -1.09 -0.93 3.21
H -3.68 -1.16 2.93
H -3.40 -1.71 1.30
H -3.73 0.92 2.12
H -1.98 0.79 2.27
H 0.95 -1.98 3.01
H 1.26 -2.71 1.37
C 0.49 1.09 -3.94
O 0.07 0.09 -3.38
N 0.07 2.34 -3.68
C 0.61 3.50 -4.37
C -0.96 2.52 -2.68
H 1.27 1.04 -4.71
H 1.06 4.18 -3.64
H -0.19 4.02 -4.90
H 1.37 3.20 -5.09
H -0.60 2.12 -1.73
H -1.85 1.97 -2.97
H -1.20 3.57 -2.56
```

Summary:
total energy	-29706.8821	eV
max |F|	0.0684	hartree/bohr
HOMO-LUMO gap	8.9	eV
charge	+1
lowest unoccupied orbital energy	-2.74	eV
molecular weight	371.05	g mol⁻¹